Below is a structure of composition C30H26F2FeN6O2S at a distorted geometry, with properties calculated with ωB97M-V with the def2-TZVPD basis set.

## Properties
HOMO-LUMO gap (spin up / spin down), eV: 6.18 / 6.16
2S+1: 2
Charge: -1
Energy relative to the best compared isomer or geometry (same formula, charge and spin), eV: 0.272
DFT total energy, Eh: -3499.4535

CARTESIAN COORDINATES (ANGSTROEM)
Fe: -0.289344 -0.261830 -0.156844
O: -1.616969 1.175780 -0.436849
C: -2.066181 1.591829 -1.552578
C: -2.956796 2.713830 -1.564949
C: -3.501522 3.198760 -2.719178
C: -3.218997 2.610455 -3.969100
C: -2.377811 1.530545 -3.996891
C: -1.784957 1.001582 -2.831676
C: -0.919651 -0.130620 -3.000667
N: -0.203263 -0.674172 -2.090165
C: 0.658570 -1.802138 -2.462151
C: 1.523164 -2.182749 -1.251966
N: 0.646503 -2.024464 -0.113161
C: 0.415295 -3.016052 0.658809
C: -0.739972 -3.080143 1.507516
C: -0.817376 -4.017675 2.545451
C: -1.974306 -4.201687 3.262680
C: -3.108938 -3.455915 2.895541
C: -3.075755 -2.560111 1.859593
C: -1.878701 -2.301894 1.125378
O: -1.881161 -1.452780 0.168650
H: -3.173220 3.165309 -0.605427
H: -4.166250 4.054616 -2.671132
H: -3.658413 2.999535 -4.877799
H: -2.145259 1.052430 -4.944466
H: -0.849853 -0.521175 -4.023095
H: 0.029787 -2.653187 -2.741704
H: 1.292417 -1.542597 -3.316521
H: 1.898004 -3.207364 -1.354935
H: 2.378465 -1.514506 -1.173799
H: 1.045321 -3.909203 0.578658
H: 0.069336 -4.598540 2.782216
H: -2.018229 -4.907997 4.080998
H: -4.035542 -3.596447 3.442084
H: -3.952796 -1.990156 1.579716
S: -0.203086 0.244149 2.182731
C: 1.360999 0.945603 2.159980
N: 1.986273 1.501590 3.159617
N: 1.312930 1.480293 4.318455
C: 1.766488 2.198550 5.407342
C: 2.965705 2.913959 5.375041
C: 3.386550 3.601965 6.501504
C: 2.635569 3.600922 7.669749
C: 1.441719 2.889474 7.696400
C: 1.009870 2.192017 6.583354
N: 2.136949 1.052447 0.999229
N: 1.622258 0.676279 -0.075804
C: 2.531369 0.916981 -1.169229
C: 3.905069 0.763212 -1.004875
C: 4.755918 0.983492 -2.074167
C: 4.246590 1.375554 -3.306996
C: 2.878596 1.547996 -3.458836
C: 2.018496 1.311991 -2.395806
H: 0.347936 1.157748 4.281468
H: 3.545503 2.918295 4.464005
H: 4.318332 4.153513 6.460934
H: 2.971437 4.146178 8.541954
H: 0.839015 2.873886 8.596398
H: 0.081587 1.633499 6.611555
H: 4.284216 0.463573 -0.037484
H: 5.823088 0.851591 -1.945823
H: 4.914426 1.549413 -4.141241
H: 2.473400 1.872763 -4.408996
H: 0.955078 1.461558 -2.496607
F: -0.738073 4.069187 0.526958
C: 0.222027 3.379861 -0.078094
F: 0.241998 3.671686 -1.382099
H: 1.196171 3.464107 0.401444

Atoms 1-6, force components in eV/Å:
0.1856 -0.9689 0.1660
0.4703 0.4201 -0.1619
-0.1275 -0.2073 0.0073
-0.0179 0.0025 -0.0090
0.0085 -0.0049 0.0030
-0.0095 0.0099 -0.0051